Here is 3 unconnected molecules or ions with the total composition C37H61BBrF9N4O13P in a non-equilibrium geometry from the Open Molecules 2025 dataset. Energies are from ωB97M-V with the def2-TZVPD basis set.

Computed properties:
2S+1: 1
Net charge: +1
Electronic energy, Ha: -6482.142718

Cartesian coordinates (Å):
C: -2.53150 -3.66632 5.07134
C: -1.60652 -2.63875 5.13098
C: -1.98029 -1.20145 5.42524
N: -1.14197 -0.20518 4.68310
C: -1.03311 -0.24587 3.35567
N: -1.81988 -1.06960 2.62058
C: -3.27236 -0.82278 2.72334
C: -3.69458 0.59839 3.19229
C: -5.11473 0.86920 2.62834
O: -5.67642 1.96970 3.32588
C: -1.25216 -1.60372 1.37715
C: -2.20384 -1.83336 0.18586
C: -1.47048 -2.36948 -1.08157
N: -2.26265 -3.43790 -1.70249
P: -0.65093 -3.37444 1.74618
O: -1.75982 -4.34773 1.64121
O: -0.15293 -0.86346 0.85365
C: -0.24900 0.50532 1.20717
C: -1.45531 1.27422 0.62741
C: -1.53040 2.76513 1.08190
C: -1.25018 3.75583 -0.04790
Br: -0.78136 5.47627 0.77229
B: 1.02695 1.21103 0.45291
O: 1.59815 0.53756 -0.59140
O: 1.50809 2.43708 0.77684
N: -0.14798 0.55301 2.67293
O: 1.19855 0.56064 3.04059
C: 1.79556 -0.62676 3.36147
O: 1.31087 -1.72910 3.28077
C: 3.21988 -0.46665 3.77588
C: 3.83705 -1.51587 4.40679
C: 5.13163 -1.44361 4.85594
C: 5.82874 -0.26546 4.67238
C: 5.22468 0.78099 4.02615
C: 3.93165 0.70564 3.57980
C: -0.49203 0.76349 5.53505
F: -1.45130 1.16893 6.42961
F: -0.17300 1.91878 4.94776
C: 0.73591 0.25025 6.37958
F: 1.80089 0.98583 6.02967
F: 0.97092 -1.04403 6.12332
C: 0.60175 0.39146 7.92109
F: -0.43373 -0.30704 8.41308
F: 1.69556 -0.22136 8.41866
C: 0.61210 1.86183 8.49417
F: 0.42504 2.80223 7.56918
F: 1.80409 2.08957 9.05872
F: -0.28692 1.96775 9.46617
H: -2.61365 -4.31887 5.94553
H: -3.13653 -3.92836 4.19818
H: -0.52969 -2.79736 5.00340
H: -3.04789 -1.02043 5.29079
H: -1.78438 -1.15430 6.49659
H: -3.66146 -1.47632 3.51293
H: -3.88281 -1.05221 1.85320
H: -3.05497 1.38636 2.78915
H: -3.79807 0.67511 4.27438
H: -5.72966 -0.01132 2.82474
H: -5.06168 1.12303 1.56399
H: -5.38489 2.78328 2.90474
H: -2.73158 -0.93212 -0.13166
H: -2.97796 -2.57732 0.40092
H: -1.43681 -1.52913 -1.79003
H: -0.43146 -2.63602 -0.90060
H: -1.71067 -3.90857 -2.41227
H: -2.97975 -2.95857 -2.23920
H: 0.34955 -3.68672 0.79727
H: -0.07468 -3.44256 3.02235
H: -1.31340 1.28380 -0.46166
H: -2.43233 0.82439 0.79890
H: -2.49771 2.96472 1.54532
H: -0.79591 2.91390 1.87808
H: -0.39972 3.47860 -0.66315
H: -2.16119 3.92492 -0.61707
H: 2.30814 -0.03975 -0.28841
H: 1.32133 2.70064 1.68506
H: 3.28345 -2.43249 4.57951
H: 5.55499 -2.30308 5.35759
H: 6.84239 -0.18618 5.04406
H: 5.78718 1.69984 3.90478
H: 3.45753 1.54397 3.08299
C: 5.25664 6.98439 -3.41219
O: 5.19328 5.62903 -3.79802
C: 6.38190 4.92760 -3.47263
C: 6.14371 3.43377 -3.51303
O: 5.51970 2.92806 -2.33761
C: 4.12883 3.18789 -2.20546
C: 3.26664 2.33848 -3.11532
O: 3.20686 2.90258 -4.41356
C: 2.68573 1.99634 -5.35849
H: 6.09357 7.49208 -3.90407
H: 4.32762 7.46273 -3.71632
H: 5.35683 7.07316 -2.32428
H: 6.72751 5.21475 -2.47207
H: 7.15027 5.19378 -4.21080
H: 7.11836 2.94294 -3.55155
H: 5.59445 3.14139 -4.40956
H: 3.91163 4.25067 -2.32756
H: 3.88731 2.91983 -1.17367
H: 2.24444 2.30103 -2.71304
H: 3.67515 1.32107 -3.16395
H: 3.33356 1.11696 -5.45077
H: 2.64743 2.50147 -6.32159
H: 1.67166 1.68191 -5.08215
C: -4.78889 -5.85418 -7.94598
O: -4.33119 -4.54917 -7.66250
C: -4.80500 -4.07880 -6.41423
C: -3.99201 -2.88715 -5.95636
O: -2.75110 -3.24496 -5.35505
C: -1.72384 -3.66362 -6.24929
C: -1.10686 -2.52571 -7.03484
O: -1.90685 -2.21022 -8.15909
C: -1.54630 -0.97363 -8.73370
H: -5.88365 -5.88813 -7.96646
H: -4.40986 -6.13564 -8.92615
H: -4.40919 -6.56698 -7.20535
H: -4.74208 -4.87451 -5.66157
H: -5.85474 -3.77839 -6.53584
H: -4.55645 -2.38337 -5.16765
H: -3.84634 -2.16782 -6.76388
H: -2.07501 -4.46005 -6.90654
H: -0.94616 -4.08698 -5.60918
H: -0.11473 -2.83094 -7.39538
H: -1.00258 -1.64574 -6.38663
H: -1.70533 -0.15473 -8.02212
H: -2.18314 -0.80887 -9.60025
H: -0.50005 -0.98337 -9.05949


Here is 2 unconnected molecules or ions with the total composition C3H5NO2 in a non-equilibrium geometry from the Open Molecules 2025 dataset. Energies are from ωB97M-V with the def2-TZVPD basis set.

Computed properties:
2S+1: 1
Energy above the lowest of the compared OMol25 structures with the same formula, charge and spin, kJ/mol: 255.45
Electronic energy, Ha: -322.477037

Cartesian coordinates (Å):
C: 1.00520 -0.80551 0.58361
C: -1.65780 -0.60262 0.39551
O: -2.35794 -0.20569 1.19277
N: -0.84491 1.04572 -1.47436
C: 0.14924 1.23352 -0.71784
O: 1.10395 0.34826 -0.30901
H: 0.71205 -1.72014 0.05243
H: 0.38680 -0.75441 1.50001
H: 2.03300 -0.85990 0.91648
H: -0.88622 0.06959 -1.76736
H: 0.35663 2.25118 -0.37224


Here is 9 unconnected molecules or ions with the total composition C35H76BBr2F4N4O17 in a non-equilibrium geometry from the Open Molecules 2025 dataset. Energies are from ωB97M-V with the def2-TZVPD basis set.

Computed properties:
2S+1: 1
Energy above the lowest of the compared OMol25 structures with the same formula, charge and spin, kJ/mol: 0.00
Net charge: -1
Electronic energy, Ha: -8449.812864

Cartesian coordinates (Å):
B: -0.23779 0.23660 0.21504
F: 0.98312 -0.29196 0.70855
F: -0.96152 0.65467 1.36826
F: 0.04204 1.40103 -0.52040
F: -0.95083 -0.69992 -0.50901
C: 1.17619 -3.58607 2.02090
O: 1.49125 -4.08667 0.74867
C: 0.46020 -3.86478 -0.16858
C: 0.89755 -4.33354 -1.54337
N: 2.07409 -3.63525 -2.06279
C: 2.50395 -4.21210 -3.32782
C: 3.91649 -3.89138 -3.76505
O: 4.83142 -4.47208 -2.85909
C: 6.16355 -4.21912 -3.22958
H: 1.90621 -3.84497 2.78647
H: 0.19457 -3.95759 2.33353
H: 1.11753 -2.49458 2.07919
H: 0.08426 -2.83613 -0.19461
H: -0.39192 -4.52284 0.07575
H: 0.07453 -4.18259 -2.24120
H: 1.15902 -5.39682 -1.44334
H: 2.87214 -3.71665 -1.43998
H: 1.80487 -3.92143 -4.12161
H: 2.29449 -5.28927 -3.19849
H: 4.03731 -2.80387 -3.84158
H: 4.07584 -4.26915 -4.78158
H: 6.45137 -4.80475 -4.11439
H: 6.78071 -4.65643 -2.44382
H: 6.44110 -3.18351 -3.42959
C: -3.46606 1.01720 -6.86031
O: -3.31823 0.38074 -5.60943
C: -2.24380 -0.56435 -5.64009
C: -2.27232 -1.15593 -4.23888
N: -3.41554 -1.99207 -3.96052
C: -3.21761 -2.68148 -2.67916
C: -4.41971 -3.53191 -2.33858
O: -5.54462 -2.67378 -2.20708
C: -6.71634 -3.32523 -1.81422
H: -4.45704 1.47217 -6.90853
H: -3.36381 0.33168 -7.70866
H: -2.74866 1.83407 -7.01122
H: -1.28023 -0.07314 -5.81015
H: -2.38895 -1.36208 -6.37570
H: -2.16235 -0.30974 -3.54161
H: -1.31178 -1.65726 -4.06323
H: -4.23317 -1.41357 -3.78651
H: -2.95418 -1.93742 -1.91618
H: -2.34415 -3.34089 -2.72305
H: -4.25302 -4.18681 -1.47349
H: -4.73762 -4.22525 -3.12935
H: -6.52337 -3.92377 -0.91205
H: -7.05011 -4.02495 -2.59176
H: -7.51608 -2.64277 -1.53988
C: 0.31481 1.47098 4.96756
O: -0.28382 2.73040 4.75174
C: -0.99123 2.79019 3.51987
C: -1.55972 4.18743 3.33243
N: -2.64571 4.35354 4.28386
C: -3.09619 5.71162 4.47492
C: -4.24413 5.71132 5.51044
O: -4.91193 6.98067 5.43465
C: -5.97301 7.00145 6.36121
H: 1.25647 1.60315 5.49548
H: 0.43798 0.89265 4.04491
H: -0.37574 0.85066 5.55709
H: -1.77045 2.02427 3.60338
H: -0.35723 2.53190 2.66644
H: -1.84654 4.46370 2.31453
H: -0.72423 4.90068 3.46200
H: -2.45505 3.86516 5.14607
H: -3.57186 6.11005 3.57782
H: -2.31240 6.37443 4.86132
H: -3.79698 5.57784 6.49856
H: -4.99982 4.99950 5.17303
H: -5.61477 7.04248 7.39480
H: -6.74585 6.26371 6.14118
H: -6.46170 7.97995 6.27543
C: 7.40400 -1.55144 -0.98624
O: 6.18965 -1.16849 -0.38846
C: 5.21807 -2.17737 -0.25037
C: 4.08677 -1.68183 0.63212
N: 4.58388 -1.19213 1.92015
C: 3.46148 -0.71059 2.72346
C: 3.86686 -0.27910 4.12113
O: 4.79091 0.78226 4.18043
C: 4.36853 1.95113 3.56764
H: 7.95134 -2.42955 -0.63188
H: 8.04300 -0.68997 -0.78136
H: 7.28475 -1.61327 -2.07123
H: 5.68101 -3.05825 0.21209
H: 4.77423 -2.49766 -1.20196
H: 3.40382 -2.50421 0.84577
H: 3.55697 -0.88290 0.09258
H: 5.13933 -0.36149 1.73707
H: 2.63415 -1.39517 2.93611
H: 2.92487 0.04546 2.12714
H: 4.40804 -1.14615 4.51014
H: 2.97689 -0.15670 4.74939
H: 3.38957 2.34326 3.87350
H: 4.29952 1.91481 2.47062
H: 5.07558 2.77122 3.70374
Br: 4.04400 1.90313 -3.60250
C: 2.93038 0.93729 -2.25623
C: 2.28206 -0.32112 -2.79028
Br: 1.45565 0.04344 -4.60967
H: 2.14177 1.64438 -2.02027
H: 3.67327 0.74972 -1.49003
H: 1.54656 -0.77466 -2.12207
H: 2.93678 -1.18867 -2.87151
C: 1.94373 3.04938 0.91970
C: 1.45398 4.26151 1.72385
O: 0.43372 4.75469 0.88065
C: 0.71206 4.44683 -0.39299
O: 0.22452 4.90091 -1.37321
O: 1.73529 3.53346 -0.42041
H: 1.35346 2.13506 1.00334
H: 3.01189 2.85774 0.99144
H: 2.26684 4.98435 1.79605
H: 1.09174 3.91047 2.68735
C: -3.12768 -2.38347 1.04600
C: -2.37252 -2.11010 2.33718
O: -3.31217 -2.40280 3.38209
C: -4.53663 -2.50041 2.83899
O: -5.54054 -2.63516 3.46064
O: -4.48691 -2.46589 1.48021
H: -2.82026 -3.33439 0.61115
H: -2.94435 -1.52325 0.41004
H: -2.11851 -1.05198 2.36620
H: -1.50250 -2.74755 2.46844
C: -2.44808 2.04185 -1.89753
C: -1.47669 2.66674 -2.84676
O: -2.31051 3.51580 -3.64559
C: -3.57697 3.03171 -3.61943
O: -4.40354 3.38448 -4.39886
O: -3.73052 2.19341 -2.58308
H: -2.62702 2.54023 -0.94841
H: -2.28251 0.97062 -1.85460
H: -1.07079 1.87248 -3.47374
H: -0.68611 3.24788 -2.38735


Here is a single CH5N3S2 molecule in a non-equilibrium geometry from the Open Molecules 2025 dataset. Energies are from ωB97M-V with the def2-TZVPD basis set.

Computed properties:
2S+1: 1
Energy above the lowest of the compared OMol25 structures with the same formula, charge and spin, kJ/mol: 45.01
SMILES string: N=C(NS)NS
Electronic energy, Ha: -1001.700116

Cartesian coordinates (Å):
C: -0.14192 -0.06984 0.02150
H: -2.16732 1.99510 -1.39723
H: -0.47543 1.70192 0.95439
H: -1.00126 -0.63807 -1.56712
H: 1.62611 0.00579 1.06844
H: 0.98746 -2.55537 -0.06644
N: -0.34535 1.28254 0.02020
N: -0.64324 -1.00026 -0.69841
N: 0.74093 -0.49277 0.99844
S: -0.80208 2.24335 -1.28624
S: 1.02806 -2.15690 1.20108


Here is a molecular structure, C25H20F5OP2ReS2Se4Te in a non-equilibrium geometry from the Open Molecules 2025 dataset. Energies are from ωB97M-V with the def2-TZVPD basis set.

Computed properties:
2S+1: 2
Energy above the lowest of the compared OMol25 structures with the same formula, charge and spin, kJ/mol: 1130.00
Expectation value of S²: 0.84
Net charge: -1
Electronic energy, Ha: -12970.199159

Cartesian coordinates (Å):
Re: 0.97042 -0.75221 2.92860
S: -1.08508 -0.37119 3.15042
P: -0.67072 -1.05071 1.24136
C: 0.79462 -0.01954 1.08569
P: 1.15076 1.56223 0.37879
S: 2.21799 2.71834 1.58774
C: 2.07259 1.49566 -1.19721
C: 3.16802 2.34568 -1.31335
C: 3.80456 2.47633 -2.53321
C: 3.36659 1.75802 -3.63373
C: 2.30748 0.87522 -3.50328
C: 1.65865 0.74228 -2.28835
C: -0.37760 2.49264 0.03775
C: -0.88114 2.70574 -1.23660
C: -2.01297 3.48617 -1.39215
C: -2.63477 4.05374 -0.29297
C: -2.12590 3.84248 0.97949
C: -0.99786 3.06380 1.14680
C: -1.80304 -0.30597 0.02654
C: -1.52334 -0.56949 -1.30525
C: -2.34973 -0.07902 -2.29467
C: -3.46929 0.66059 -1.95578
C: -3.75695 0.91159 -0.62645
C: -2.92260 0.43352 0.36687
C: -0.13778 -2.55543 0.29460
C: -1.02789 -3.57447 -0.01739
C: -0.60405 -4.63497 -0.79538
C: 0.69869 -4.69656 -1.25309
C: 1.57631 -3.66351 -0.97090
C: 1.16286 -2.59088 -0.20672
H: 3.51250 2.89796 -0.45191
H: 4.64270 3.15117 -2.62015
H: 3.85708 1.87433 -4.59049
H: 1.97685 0.29484 -4.35347
H: 0.82777 0.05778 -2.20589
H: -0.38201 2.27929 -2.09586
H: -2.40460 3.65926 -2.38304
H: -3.50899 4.67611 -0.42848
H: -2.59637 4.30086 1.83873
H: -0.56240 2.93639 2.13534
H: -0.66766 -1.18134 -1.57166
H: -2.12162 -0.29457 -3.32926
H: -4.12211 1.03785 -2.72911
H: -4.63988 1.47225 -0.35471
H: -3.17519 0.64753 1.40401
H: -2.05355 -3.58200 0.32156
H: -1.30412 -5.42937 -1.01769
H: 1.02695 -5.54287 -1.84025
H: 2.59394 -3.68655 -1.32746
H: 1.88258 -1.79571 -0.00330
Se: 1.76807 1.00120 3.97735
Se: 3.52366 1.96756 4.84001
Se: 5.35144 -0.30522 3.02606
Se: 3.23438 -0.58817 2.44828
F: -0.61348 -4.58175 2.42340
Te: -0.50975 -2.87801 3.50258
F: 0.46068 -4.10448 4.62764
F: 0.59907 -1.72011 4.89005
F: -2.34683 -2.11966 1.72176
F: -1.80432 -2.73376 5.22053
O: 0.98637 -2.47094 2.51727


Here is a single C2H3IN2 molecule in a non-equilibrium geometry from the Open Molecules 2025 dataset. Energies are from ωB97M-V with the def2-TZVPD basis set.

Computed properties:
2S+1: 1
Energy above the lowest of the compared OMol25 structures with the same formula, charge and spin, kJ/mol: 145.87
SMILES string: CC1(I)N=N1
Electronic energy, Ha: -485.102226

Cartesian coordinates (Å):
C: -0.44549 -0.33186 -0.03516
C: 0.83277 0.48399 0.06041
N: -0.62820 -1.59264 0.60971
N: -0.54098 -1.60185 -0.63123
I: -2.62621 0.90057 0.07506
H: 1.02609 1.12289 0.86134
H: 0.72039 1.16481 -0.74993
H: 1.66163 -0.14592 -0.19020